Entry 1:
The following is a DFT calculation (ωB97M-V with the def2-TZVPD basis set) of a cluster of 11 separate species, C34H68Br10O12 in total in a non-equilibrium geometry.

The geometry in XYZ format:
```
124
Properties=species:S:1:pos:R:3:lowdin_charge:R:1
O 1.856 0.038 -4.555 0.070
C 0.928 0.793 -4.451 -0.502
O 0.563 1.723 -5.391 -0.031
C 1.411 2.066 -6.494 -0.216
C 0.733 3.225 -7.211 -0.078
C -0.106 0.599 -3.321 -0.003
H 1.423 1.192 -7.145 0.118
H 2.452 2.264 -6.237 0.124
H 0.796 4.182 -6.693 0.073
H -0.334 3.154 -7.423 0.075
H 1.143 3.393 -8.207 0.071
H -1.002 0.126 -3.723 0.077
H -0.304 1.629 -3.023 0.083
H 0.294 -0.087 -2.575 0.006
O 7.231 1.094 -0.079 0.081
C 6.653 2.153 -0.256 -0.495
O 5.447 2.276 -0.905 -0.043
C 4.792 1.158 -1.462 -0.207
C 3.308 1.496 -1.544 -0.082
C 7.298 3.504 0.016 0.010
H 4.893 0.344 -0.744 0.084
H 5.201 0.951 -2.451 0.136
H 2.851 0.622 -2.007 0.065
H 3.060 2.372 -2.144 0.064
H 2.853 1.554 -0.555 0.030
H 7.718 3.869 -0.921 0.087
H 8.094 3.454 0.759 0.087
H 6.548 4.245 0.292 0.060
O -2.881 -2.045 -2.988 0.052
C -3.663 -1.476 -3.744 -0.495
O -4.182 -0.214 -3.691 -0.022
C -4.055 0.556 -2.524 -0.237
C -4.475 2.013 -2.809 -0.047
C -4.065 -2.238 -5.005 0.015
H -3.013 0.491 -2.212 0.077
H -4.652 0.202 -1.683 0.112
H -5.432 2.067 -3.329 0.075
H -3.744 2.636 -3.325 0.074
H -4.729 2.525 -1.881 0.058
H -3.545 -3.195 -4.955 0.085
H -3.911 -1.643 -5.906 0.084
H -5.147 -2.362 -5.034 0.077
O -2.849 3.237 2.528 0.052
C -3.767 2.439 2.519 -0.583
O -4.306 1.809 3.560 -0.040
C -3.861 2.044 4.886 -0.224
C -5.014 2.688 5.721 -0.058
C -4.319 1.866 1.285 -0.079
H -3.077 2.801 4.893 0.105
H -3.396 1.204 5.403 0.108
H -5.937 2.195 5.417 0.071
H -5.198 3.753 5.583 0.068
H -4.854 2.530 6.787 0.067
H -3.843 0.908 1.076 -0.011
H -4.102 2.409 0.365 0.055
H -5.400 1.747 1.358 0.094
O 2.067 -0.748 5.675 0.109
C 2.056 0.432 5.948 -0.494
O 1.014 1.298 6.176 -0.024
C -0.303 0.895 5.864 -0.217
C -0.454 1.126 4.381 -0.066
C 3.400 1.113 6.193 0.011
H -1.075 1.436 6.410 0.116
H -0.485 -0.160 6.068 0.119
H -1.487 0.963 4.073 0.036
H 0.113 0.411 3.784 0.080
H -0.088 2.095 4.041 0.065
H 3.380 2.186 6.002 0.068
H 4.137 0.622 5.558 0.082
H 3.749 1.074 7.225 0.082
O 2.771 -1.273 1.127 0.063
C 3.944 -1.391 0.760 -0.484
O 4.433 -2.175 -0.235 -0.015
C 3.545 -2.906 -1.033 -0.298
C 4.096 -4.286 -1.238 -0.056
C 5.075 -0.707 1.491 0.017
H 3.434 -2.311 -1.939 0.090
H 2.521 -2.884 -0.659 0.037
H 3.499 -4.915 -1.898 0.068
H 4.265 -4.783 -0.282 0.085
H 5.056 -4.407 -1.739 0.075
H 4.910 -0.955 2.539 0.093
H 5.110 0.376 1.376 0.065
H 6.066 -1.029 1.171 0.086
Br 1.697 4.054 0.022 0.587
C 1.445 3.078 1.748 -0.645
C 2.257 3.677 2.952 -0.586
Br 4.195 3.763 2.434 0.567
H 1.845 2.094 1.506 0.031
H 0.387 2.947 1.974 0.012
H 2.127 2.977 3.777 0.032
H 1.874 4.640 3.288 0.062
Br 0.723 -2.709 -2.723 0.839
C 1.094 -4.022 -4.101 -0.644
C 0.501 -3.496 -5.440 -0.622
Br 1.083 -4.787 -6.860 0.549
H 0.552 -4.951 -3.920 0.058
H 2.172 -4.178 -4.081 0.047
H 0.995 -2.597 -5.807 0.033
H -0.585 -3.416 -5.380 0.052
Br -0.248 -3.283 0.739 0.618
C -1.071 -1.612 0.071 -0.698
C -0.267 -0.367 0.394 -0.632
Br -1.322 1.285 0.239 0.775
H -2.060 -1.610 0.527 -0.061
H -1.227 -1.731 -1.002 -0.016
H 0.624 -0.283 -0.227 0.031
H 0.136 -0.528 1.394 0.038
Br -3.945 -4.747 0.353 0.597
C -4.920 -3.201 -0.380 -0.684
C -5.749 -3.649 -1.587 -0.581
Br -7.174 -2.220 -1.973 0.507
H -4.191 -2.421 -0.600 0.029
H -5.552 -2.785 0.404 0.043
H -6.368 -4.514 -1.349 0.038
H -5.203 -3.748 -2.525 0.038
Br -1.314 -4.609 5.784 0.396
C -1.413 -3.085 4.485 -0.728
C -2.815 -2.628 4.426 -0.728
Br -3.132 -1.353 2.882 0.499
H -1.138 -3.511 3.520 -0.018
H -0.656 -2.326 4.687 0.040
H -2.996 -2.106 5.365 0.025
H -3.494 -3.471 4.300 0.026
```

The total charge is -1. The spin multiplicity is 2. The calculation puts the total energy at -27979.33133 hartree.


Entry 2:
The following is a DFT calculation (ωB97M-V with the def2-TZVPD basis set) of a cluster of 9 separate species, C34H68Br2O16 in total in a non-equilibrium geometry.

The geometry in XYZ format:
```
120
Properties=species:S:1:pos:R:3:lowdin_charge:R:1
O 9.128 -5.024 22.869 0.059
C 10.054 -5.192 22.095 -0.555
O 10.541 -4.199 21.349 0.018
C 10.022 -2.910 21.609 -0.241
C 10.541 -2.095 22.782 -0.051
C 10.799 -6.453 21.888 0.043
H 8.962 -2.978 21.738 0.083
H 10.006 -2.327 20.662 0.136
H 11.620 -2.276 22.882 0.076
H 10.185 -2.588 23.773 0.078
H 10.235 -1.060 22.727 0.078
H 11.425 -6.399 21.049 0.072
H 10.110 -7.301 21.885 0.062
H 11.519 -6.541 22.772 0.116
O -0.050 -2.141 21.402 0.095
C -0.231 -1.390 22.326 -0.562
O 0.808 -0.895 23.091 -0.059
C 2.173 -0.887 22.535 -0.224
C 2.270 0.260 21.572 -0.076
C -1.491 -0.957 22.880 0.002
H 2.240 -1.865 22.034 0.099
H 2.879 -0.903 23.407 0.120
H 1.498 0.106 20.810 0.072
H 3.307 0.295 21.104 0.098
H 2.049 1.254 22.116 0.109
H -2.217 -1.778 22.698 0.102
H -1.879 0.019 22.381 0.135
H -1.442 -0.788 23.935 0.076
O 5.381 -5.000 20.831 0.068
C 6.087 -5.731 20.189 -0.546
O 5.665 -6.844 19.640 -0.036
C 4.222 -7.169 19.763 -0.156
C 3.657 -7.870 18.525 -0.057
C 7.619 -5.558 19.956 0.040
H 3.758 -6.239 19.972 0.089
H 4.176 -7.817 20.652 0.104
H 3.453 -7.243 17.703 0.049
H 2.687 -8.315 18.802 0.078
H 4.191 -8.782 18.097 0.100
H 8.242 -6.127 20.601 0.014
H 7.990 -4.578 20.187 0.068
H 7.836 -5.806 18.926 0.090
O 5.456 -0.606 23.727 0.080
C 6.131 -1.602 23.499 -0.499
O 7.355 -1.865 24.031 -0.016
C 7.858 -1.067 25.081 -0.235
C 7.156 -1.307 26.397 -0.066
C 5.812 -2.696 22.580 0.024
H 7.682 0.030 24.893 0.140
H 8.911 -1.208 25.153 0.094
H 6.106 -0.996 26.315 0.080
H 7.650 -0.777 27.167 0.063
H 7.111 -2.341 26.790 0.074
H 6.490 -3.444 22.346 0.043
H 5.287 -2.248 21.688 0.127
H 5.030 -3.239 23.049 0.066
O 5.959 -10.993 24.583 0.102
C 5.805 -11.970 23.928 -0.570
O 4.792 -12.095 23.049 -0.010
C 3.732 -11.084 22.996 -0.215
C 2.738 -11.412 21.926 -0.068
C 6.775 -13.093 23.894 0.021
H 4.191 -10.082 22.835 0.104
H 3.298 -11.025 23.968 0.103
H 1.952 -10.650 21.825 0.081
H 2.285 -12.397 21.910 0.073
H 3.300 -11.297 20.965 0.090
H 7.410 -12.964 23.039 0.085
H 6.333 -14.106 23.916 0.099
H 7.377 -12.957 24.790 0.088
O 3.289 -7.726 22.863 0.073
C 2.817 -7.210 23.851 -0.569
O 2.626 -5.886 23.968 -0.029
C 2.820 -5.115 22.804 -0.212
C 1.593 -5.234 21.856 -0.045
C 2.449 -7.884 25.112 0.007
H 3.686 -5.394 22.262 0.067
H 2.880 -4.059 23.123 0.116
H 1.743 -4.515 21.051 0.074
H 0.574 -5.125 22.344 0.105
H 1.666 -6.194 21.388 0.046
H 2.558 -7.141 25.853 0.044
H 2.986 -8.863 25.293 0.112
H 1.395 -8.152 24.936 0.106
O 12.439 -4.373 24.449 0.058
C 12.311 -5.236 25.328 -0.525
O 11.250 -5.456 26.096 -0.005
C 10.072 -4.581 25.907 -0.182
C 8.927 -5.353 26.464 -0.083
C 13.409 -6.271 25.585 0.020
H 9.936 -4.382 24.835 0.080
H 10.341 -3.682 26.447 0.127
H 9.056 -5.577 27.499 0.068
H 8.880 -6.357 26.009 0.080
H 7.916 -4.867 26.429 0.053
H 13.209 -7.114 24.911 0.083
H 13.395 -6.710 26.570 0.076
H 14.340 -5.805 25.245 0.089
O 5.171 -4.684 28.301 -0.014
C 4.204 -3.948 28.407 -0.524
O 3.934 -3.222 29.513 -0.016
C 4.714 -3.590 30.663 -0.257
C 6.012 -2.906 30.767 -0.071
C 3.257 -3.688 27.270 0.025
H 4.864 -4.650 30.555 0.107
H 3.906 -3.434 31.439 0.148
H 5.778 -1.844 31.140 0.110
H 6.588 -2.995 29.815 0.093
H 6.577 -3.360 31.550 0.066
H 2.354 -3.145 27.554 0.087
H 2.874 -4.554 26.731 0.068
H 3.881 -3.177 26.514 0.097
Br 5.563 -6.487 25.958 0.777
C 6.289 -7.769 24.610 -0.652
C 6.661 -7.044 23.385 -0.719
Br 7.227 -8.322 22.117 0.825
H 5.490 -8.503 24.425 0.025
H 7.168 -8.300 25.041 0.073
H 7.486 -6.354 23.608 0.042
H 5.790 -6.484 23.013 0.053
```

As for the structure (SMILES): CCOC(C)=O.CCOC(C)=O.CCOC(C)=O.CCOC(C)=O.CCOC(C)=O.CCOC(C)=O.CCOC(C)=O.CCOC(C)=O.BrCCBr. The value obtained for the relative energy (zero: lowest compared OMol25 entry of this formula, charge and spin) is 0.0 kJ/mol.